No. 1
Density functional theory data (ωB97M-V/def2-TZVPD) for a structure of composition C25H31AsBrN4O4RhS.

Each line ends with the Mulliken spin population.
CARTESIAN COORDINATES (ANGSTROEM)
Rh (0.689, 0.251, 0.552)  2.508
O (0.094, 3.485, 3.487)  0.002
C (-0.941, 3.001, 4.218)  0.009
C (-1.568, 3.850, 5.123)  0.000
C (-2.619, 3.381, 5.897)  0.001
C (-3.048, 2.069, 5.765)  0.000
C (-2.415, 1.226, 4.860)  0.005
C (-1.356, 1.668, 4.079)  0.011
C (-0.591, 0.798, 3.106)  -0.021
O (-0.384, 1.456, 1.925)  0.086
N (-1.362, -0.440, 2.828)  0.012
N (-0.697, -1.205, 1.819)  0.057
C (-1.512, -1.949, 1.189)  0.019
C (-1.144, -2.788, 0.038)  -0.012
Br (0.367, -2.235, -0.961)  0.041
C (-1.873, -3.823, -0.380)  -0.008
C (-3.040, -4.392, 0.314)  0.002
C (-3.073, -4.565, 1.697)  -0.001
C (-4.194, -5.099, 2.315)  0.000
C (-5.293, -5.477, 1.558)  0.000
C (-5.261, -5.333, 0.177)  0.000
C (-4.140, -4.804, -0.441)  0.001
H (0.238, 2.819, 2.767)  -0.016
H (-1.213, 4.869, 5.201)  0.000
H (-3.108, 4.041, 6.601)  0.000
H (-3.873, 1.698, 6.360)  0.000
H (-2.787, 0.213, 4.770)  -0.001
H (0.373, 0.496, 3.560)  -0.003
H (-1.377, -1.018, 3.665)  -0.001
H (-2.570, -1.973, 1.449)  0.000
H (-1.599, -4.293, -1.318)  -0.001
H (-2.203, -4.307, 2.288)  0.000
H (-4.203, -5.231, 3.389)  0.000
H (-6.166, -5.896, 2.040)  0.000
H (-6.111, -5.637, -0.420)  0.000
H (-4.117, -4.696, -1.519)  0.000
O (2.428, 0.053, 0.958)  1.239
C (-2.476, 2.998, -2.289)  0.005
As (-1.613, 2.520, -0.640)  0.003
C (-3.033, 1.807, 0.444)  0.007
C (-0.980, 4.140, 0.158)  0.000
O (-0.392, 1.450, -0.996)  0.044
H (-3.299, 3.684, -2.089)  0.000
H (-2.857, 2.089, -2.753)  0.001
H (-1.756, 3.460, -2.962)  0.001
H (-3.904, 2.459, 0.375)  0.000
H (-2.672, 1.725, 1.467)  -0.002
H (-3.290, 0.817, 0.067)  -0.001
H (-1.801, 4.854, 0.231)  0.000
H (-0.178, 4.549, -0.454)  -0.001
H (-0.607, 3.918, 1.154)  0.001
C (7.778, 1.078, -5.092)  0.000
C (6.420, 0.473, -4.948)  0.000
C (5.754, -0.194, -5.927)  0.000
C (4.462, -0.698, -5.609)  0.000
N (3.897, -0.559, -4.440)  0.000
C (4.551, 0.105, -3.439)  0.000
S (3.953, 0.351, -1.922)  0.011
N (5.812, 0.606, -3.751)  0.000
C (3.676, -1.444, -6.647)  0.000
H (8.166, 0.912, -6.093)  0.000
H (8.469, 0.638, -4.371)  0.000
H (7.738, 2.152, -4.906)  0.000
H (6.186, -0.333, -6.906)  0.000
H (6.269, 1.093, -2.993)  0.000
H (4.211, -1.518, -7.592)  0.000
H (2.723, -0.940, -6.809)  0.000
H (3.452, -2.446, -6.279)  0.000

Atomic forces in eV per Å
Rh 0.723 -0.170 -0.190
O -0.052 -0.120 -0.069
C 0.144 0.059 -0.002
C -0.056 -0.071 0.003
C 0.036 0.002 -0.040
C 0.007 -0.028 -0.016
C -0.146 0.074 0.094
C -0.096 -0.024 0.207
C 0.015 -0.494 -0.014
O 0.020 0.615 0.072
N 0.007 -0.145 0.138
N -0.544 0.678 -0.174
C 0.077 -0.527 -0.256
C 0.024 0.273 0.220
Br 0.052 -0.086 -0.105
C -0.005 -0.097 -0.094
C 0.012 0.018 0.015
C -0.008 0.000 0.005
C 0.009 0.003 -0.006
C 0.002 0.000 0.000
C 0.002 0.000 -0.001
C -0.017 -0.004 0.011
H 0.013 0.099 0.028
H -0.006 0.006 0.009
H 0.023 0.023 -0.006
H 0.003 0.018 0.005
H 0.079 -0.024 -0.081
H 0.034 0.124 0.020
H -0.019 -0.041 -0.015
H 0.061 0.036 0.184
H 0.008 0.010 -0.001
H -0.003 -0.004 -0.003
H -0.001 -0.001 -0.003
H 0.002 0.002 -0.002
H 0.004 0.001 0.001
H 0.010 0.002 0.003
O -0.290 0.061 -0.011
C 0.043 0.026 -0.053
As -0.100 -0.055 0.157
C 0.032 -0.027 0.010
C -0.059 0.082 0.065
O 0.028 -0.270 0.017
H 0.013 0.004 -0.035
H -0.004 0.005 0.029
H 0.006 0.016 0.030
H 0.021 0.011 0.017
H -0.059 0.006 -0.042
H 0.032 0.032 -0.017
H 0.023 0.005 -0.037
H -0.027 -0.026 -0.035
H -0.009 -0.025 -0.004
C 0.019 -0.001 -0.012
C 0.000 0.015 0.018
C -0.069 -0.023 -0.025
C 0.043 -0.027 0.018
N 0.011 -0.017 -0.012
C -0.048 0.073 0.006
S -0.065 -0.083 -0.019
N 0.048 -0.010 -0.026
C 0.002 0.008 -0.006
H -0.006 -0.002 0.005
H -0.003 0.000 0.001
H -0.004 -0.003 0.003
H 0.023 0.015 0.011
H -0.014 -0.005 0.008
H -0.004 0.001 0.001
H -0.002 -0.003 0.000
H 0.001 0.008 0.001

Its charge is 0. The energy relative to the best compared isomer or geometry (same formula, charge and spin) is 0.0000 eV. As for the gap between HOMO and LUMO (spin up / spin down): 0.252 / 0.268 Ha. Its multiplicity is 5. As for the highest occupied orbital energy (spin up / spin down): -7.070 / -7.622 eV. The largest force on an atom is 0.017 hartree/bohr. The value obtained for the total energy is -6809.580348 Ha.



No. 2
Density functional theory data (ωB97M-V/def2-TZVPD) for a cluster of 2 separate species, C2H7NO2 in total.

Each line ends with the Mulliken charge.
CARTESIAN COORDINATES (ANGSTROEM)
C (0.596, 0.555, -1.256)  -1.194
C (1.117, -0.123, -0.232)  0.212
N (1.311, 0.378, 1.032)  -0.446
H (0.267, 1.576, -1.146)  0.332
H (0.575, 0.141, -2.247)  0.342
H (1.477, -1.134, -0.367)  0.270
H (0.809, 1.231, 1.233)  0.228
H (1.278, -0.292, 1.783)  0.251
O (-2.071, -0.410, -0.355)  -0.409
O (-1.662, -0.721, 0.970)  -0.326
H (-1.224, -0.116, -0.763)  0.436
H (-2.473, -1.085, 1.346)  0.303

Atomic forces in eV per Å
C 0.128 0.079 -0.201
C 0.113 0.033 0.050
N 0.033 0.050 0.102
H -0.057 0.220 0.071
H 0.039 -0.163 -0.157
H -0.027 -0.079 -0.024
H 0.028 -0.091 0.086
H -0.041 0.061 -0.038
O -0.494 0.156 -0.719
O 0.456 -0.065 0.627
H -0.149 -0.242 0.443
H -0.029 0.040 -0.242

Its charge is 0. The energy relative to the best compared isomer or geometry (same formula, charge and spin) is 4.3839 eV. As for the gap between HOMO and LUMO: 0.353 Ha. Its multiplicity is 1. As for the highest occupied orbital energy: -8.633 eV. Its SMILES is C=CN.OO. The largest force on an atom is 0.017 hartree/bohr. The value obtained for the total energy is -285.510698 Ha.



No. 3
Density functional theory data (ωB97M-V/def2-TZVPD) for a structure of composition C19H16IrN4O2S6 at a distorted geometry.

Each line ends with the Mulliken charge.
CARTESIAN COORDINATES (ANGSTROEM)
Ir (-0.010, -0.532, -0.747)  1.495
C (0.175, -3.751, 2.132)  -1.741
C (0.068, -2.358, 1.546)  1.211
O (0.231, -2.282, 0.275)  -0.781
C (-0.184, -1.317, 2.422)  -1.122
C (-0.263, 0.071, 2.123)  1.243
C (-0.623, 1.042, 3.213)  -1.454
N (-0.070, 0.543, 0.924)  -0.018
N (-0.224, 1.900, 0.727)  -0.966
C (-0.299, 2.200, -0.540)  0.408
O (-0.252, 1.344, -1.513)  -0.800
C (-0.475, 3.630, -0.891)  0.355
C (-0.878, 4.558, 0.067)  -0.336
C (-1.058, 5.886, -0.282)  -0.620
C (-0.830, 6.303, -1.587)  -0.341
C (-0.409, 5.386, -2.539)  -0.591
C (-0.234, 4.053, -2.194)  -0.372
H (0.321, -4.478, 1.333)  0.286
H (-0.735, -4.000, 2.676)  0.497
H (1.014, -3.811, 2.827)  0.311
H (-0.362, -1.597, 3.452)  0.219
H (-0.747, 0.528, 4.165)  0.388
H (-1.555, 1.541, 2.944)  0.296
H (0.143, 1.812, 3.299)  0.311
H (-1.056, 4.212, 1.076)  0.437
H (-1.376, 6.602, 0.467)  0.364
H (-0.979, 7.340, -1.863)  0.361
H (-0.210, 5.711, -3.553)  0.372
H (0.086, 3.320, -2.923)  0.436
S (-5.815, -2.927, -4.641)  -0.331
C (-4.540, -2.355, -3.762)  0.108
S (-2.907, -2.331, -4.331)  -0.125
C (-2.145, -1.733, -2.870)  0.107
C (-2.982, -1.403, -1.868)  0.221
S (-2.544, -0.761, -0.327)  -0.444
S (-4.685, -1.693, -2.171)  -0.112
S (-0.422, -1.682, -2.827)  -0.538
S (2.519, -0.243, -1.252)  -0.437
C (3.042, -1.446, -0.165)  0.441
N (2.681, -2.736, -0.457)  0.114
C (3.075, -3.767, 0.298)  -0.197
C (3.851, -3.526, 1.394)  -0.582
C (4.181, -2.198, 1.668)  -0.007
N (3.808, -1.188, 0.900)  -0.526
H (1.972, -2.860, -1.177)  0.185
H (2.750, -4.750, -0.013)  0.443
H (4.200, -4.335, 2.017)  0.405
H (4.752, -1.924, 2.547)  0.425

Atomic forces in eV per Å
Ir -2.127 -0.257 -0.209
C 0.020 0.034 -0.143
C -0.161 0.478 0.457
O -0.054 -0.564 -0.372
C 0.178 -0.408 -0.224
C 0.061 0.507 -0.207
C 0.013 -0.120 -0.019
N 0.198 -0.097 0.456
N 0.023 0.472 -0.074
C -0.084 -0.457 0.387
O 0.158 -0.027 -0.138
C 0.043 0.105 -0.088
C -0.017 -0.025 -0.049
C 0.016 0.021 0.003
C 0.028 0.007 -0.009
C 0.027 0.022 -0.010
C -0.036 -0.059 0.019
H -0.063 -0.010 0.002
H -0.003 -0.046 -0.007
H -0.013 -0.027 0.026
H 0.047 0.034 0.023
H 0.026 -0.014 -0.005
H 0.018 0.058 0.054
H -0.034 0.036 0.024
H 0.004 0.009 0.014
H -0.024 -0.008 -0.002
H 0.014 0.007 0.016
H -0.031 -0.016 -0.011
H -0.028 0.008 -0.013
S -0.119 -0.005 -0.091
C 0.240 0.135 0.123
S -0.225 -0.097 0.255
C -0.409 -0.101 0.119
C -0.250 -0.135 -0.414
S 2.099 0.373 0.117
S 0.140 -0.086 -0.246
S 1.145 0.156 0.018
S -0.891 0.046 0.477
C -0.287 0.343 -0.937
N 0.285 -0.179 0.612
C -0.112 0.179 -0.179
C 0.286 -0.375 0.235
C -0.329 0.393 -0.446
N 0.273 -0.292 0.479
H 0.007 0.099 -0.092
H -0.075 -0.003 0.048
H -0.063 -0.002 0.007
H 0.087 -0.110 0.014

Its charge is -1. The energy relative to the best compared isomer or geometry (same formula, charge and spin) is 0.4231 eV. As for the gap between HOMO and LUMO: 0.178 Ha. Its multiplicity is 1. As for the highest occupied orbital energy: -3.577 eV. The largest force on an atom is 0.042 hartree/bohr. The value obtained for the total energy is -3596.739903 Ha.



No. 4
Density functional theory data (ωB97M-V/def2-TZVPD) for a cluster of 2 separate species, C2H7N3O2 in total at a distorted geometry.

Each line ends with the Mulliken charge.
CARTESIAN COORDINATES (ANGSTROEM)
C (0.564, -0.465, 1.157)  -0.774
C (1.653, 0.439, -0.877)  -0.917
N (-0.417, 1.272, -0.223)  -0.853
N (0.508, 0.375, -0.040)  0.786
N (-3.131, -0.748, -0.634)  0.465
O (-2.762, -0.180, 0.388)  -0.415
O (-2.416, -1.075, -1.532)  -0.451
H (-0.420, -1.143, 1.238)  0.268
H (1.584, -0.883, 1.375)  0.295
H (0.280, 0.101, 2.100)  0.320
H (1.599, -0.420, -1.476)  0.378
H (1.720, 1.237, -1.559)  0.337
H (2.516, 0.338, -0.228)  0.286
H (-1.278, 1.153, 0.312)  0.275

Atomic forces in eV per Å
C -2.279 -0.423 1.978
C 0.809 -1.087 0.855
N 0.919 -0.840 -1.125
N -2.046 2.045 1.894
N -0.645 -0.064 0.463
O 0.237 0.156 -0.049
O 0.602 0.091 -0.354
H 2.379 0.534 -0.965
H -1.358 -0.096 -0.732
H 0.750 0.223 -1.206
H 0.271 -1.547 -1.035
H -0.339 1.417 -0.215
H 0.391 0.273 -0.226
H 0.307 -0.683 0.717

Its charge is 0. The energy relative to the best compared isomer or geometry (same formula, charge and spin) is 7.8830 eV. As for the gap between HOMO and LUMO (spin up / spin down): 0.330 / 0.176 Ha. Its multiplicity is 1. As for the highest occupied orbital energy (spin up / spin down): -9.091 / -6.819 eV. The largest force on an atom is 0.067 hartree/bohr. The value obtained for the total energy is -394.915306 Ha.



No. 5
Density functional theory data (ωB97M-V/def2-TZVPD) for the molecule C6H9N at a distorted geometry.

Each line ends with the Mulliken charge.
CARTESIAN COORDINATES (ANGSTROEM)
C (-2.380, -0.340, -0.398)  -1.090
C (-1.032, -0.148, 0.215)  0.817
C (-0.517, 1.107, 0.570)  -0.785
N (0.705, 0.836, 1.162)  -0.164
C (1.137, -0.405, 0.770)  0.387
C (2.178, -0.114, -0.284)  -1.112
C (-0.007, -1.103, 0.379)  -0.720
H (-2.572, 0.446, -1.138)  0.279
H (-3.156, -0.247, 0.369)  0.243
H (-2.486, -1.316, -0.881)  0.322
H (-0.278, 1.733, -0.312)  0.229
H (1.370, 1.576, 1.330)  0.293
H (3.016, 0.512, 0.037)  0.269
H (2.512, -0.972, -0.864)  0.304
H (1.530, 0.548, -0.935)  0.316
H (-0.021, -2.112, -0.019)  0.411

Atomic forces in eV per Å
C -0.084 -0.034 -0.044
C -0.051 -0.006 -0.056
C 0.082 -0.280 -0.287
N 0.198 0.079 -0.299
C -0.175 0.011 0.027
C 0.256 0.005 -0.253
C -0.001 -0.029 0.071
H 0.009 -0.115 0.089
H 0.073 -0.079 -0.138
H 0.047 0.132 0.051
H -1.345 1.133 0.894
H -0.035 -0.082 -0.358
H 0.034 -0.318 0.077
H 0.107 0.015 0.189
H 0.882 -0.598 -0.065
H 0.002 0.165 0.100

Its charge is 0. The energy relative to the best compared isomer or geometry (same formula, charge and spin) is 3.5489 eV. As for the gap between HOMO and LUMO (spin up / spin down): 0.296 / 0.296 Ha. Its multiplicity is 1. As for the highest occupied orbital energy (spin up / spin down): -7.486 / -7.486 eV. Its SMILES is Cc1c[nH]c(C)c1. The largest force on an atom is 0.038 hartree/bohr. The value obtained for the total energy is -288.651623 Ha.



No. 6
Density functional theory data (ωB97M-V/def2-TZVPD) for a cluster of 2 separate species, C3H8N3 in total at a distorted geometry.

Each line ends with the Mulliken charge.
CARTESIAN COORDINATES (ANGSTROEM)
C (2.347, -2.359, 0.449)  0.202
C (0.410, 0.082, 0.132)  0.339
C (1.137, -1.373, 0.359)  -0.562
N (3.016, -3.344, 0.527)  -0.317
N (-0.871, 0.155, 0.201)  -0.243
N (-1.889, 2.599, -0.525)  -0.927
H (0.992, 1.002, -0.191)  0.342
H (0.517, -1.998, 0.935)  0.253
H (3.303, -3.955, -0.244)  0.342
H (-1.344, 1.119, 0.084)  0.452
H (-1.532, -0.639, 0.402)  0.257
H (-1.353, 2.981, -1.371)  0.300
H (-1.913, 3.471, 0.043)  0.269
H (-2.821, 2.259, -0.801)  0.292

Atomic forces in eV per Å
C -3.348 3.673 -1.081
C 3.802 -3.418 -0.138
C 1.856 -0.286 0.190
N -0.450 1.576 -0.536
N -1.152 -0.394 0.540
N 1.252 1.555 -0.977
H -0.819 -1.301 0.603
H -1.564 -0.512 0.391
H -0.159 -0.027 0.502
H 0.604 -0.203 -0.321
H 1.489 0.813 -0.156
H -1.287 -1.240 1.168
H -0.688 -1.162 -0.190
H 0.463 0.928 0.004

Its charge is +1. The energy relative to the best compared isomer or geometry (same formula, charge and spin) is 4.4608 eV. As for the gap between HOMO and LUMO: 0.315 Ha. Its multiplicity is 1. As for the highest occupied orbital energy: -12.906 eV. The largest force on an atom is 0.099 hartree/bohr. The value obtained for the total energy is -282.999831 Ha.